12
Properties=species:S:1:pos:R:3 method="wB97M-V/def2-TZVPD" homo_ev="-6.5 / -8.4" homo_lumo_gap_ev="7.45 / 5.87" s2=2.01 de_lowest_kj_mol=183.0 spin_multiplicity=3 fmax_ev_per_a=3.426 lumo_ev="0.91 / -2.56"
P 1.145 -0.842 0.633
O 2.368 1.220 0.126
O 0.876 -1.300 -0.909
N -1.438 0.135 1.117
C -0.395 -0.651 -1.018
C -0.366 0.182 0.256
H -0.481 -0.098 -1.899
H 3.251 1.096 0.612
H 0.173 1.008 -0.118
H -2.208 -0.402 0.755
H -1.773 1.071 1.417
H -1.154 -1.421 -0.973



12
Properties=species:S:1:pos:R:3 method="wB97M-V/def2-TZVPD" homo_ev=-4.2 homo_lumo_gap_ev=8.50 de_lowest_kj_mol=29.7 fmax_ev_per_a=0.555 lumo_ev=4.28 charge=-1
O 0.562 3.049 -0.509
O 1.696 -1.637 -0.769
O 1.061 0.385 -0.001
N -1.496 -0.468 0.583
C 0.911 -0.843 -0.223
C -0.457 -1.454 0.230
H -0.816 -2.150 -0.532
H -0.254 -2.081 1.102
H 0.530 2.299 0.110
H 0.794 2.624 -1.339
H -1.396 0.301 -0.076
H -1.136 -0.026 1.426